Formula: C28H52FeGeN3O7S
Source: the OMol25 dataset
Level of theory: ωB97M-V/def2-TZVPD

As for the energy relative to the best compared isomer or geometry (same formula, charge and spin): 0.0 kJ/mol. The value obtained for the maximum force is 1.9 eV/A. Its net charge is +2. For the total energy, the calculation gives -150408.136 eV. Its spin multiplicity is 6. The expectation value of S² is 8.76. The highest occupied orbital energy (alpha / beta) is -14.00 / -14.00 eV. The gap between HOMO and LUMO (alpha / beta) is 8.8339 / 6.6595 eV.

The geometry in XYZ format:
```
93
Properties=species:S:1:pos:R:3:forces:R:3:mulliken_spin:R:1
Fe 0.995 -0.410 0.643 -0.016 -0.638 0.560 4.3546
C 0.324 3.787 -2.323 0.847 -0.084 0.704 -0.0011
C 1.790 3.305 -2.230 -0.048 -0.107 0.674 -0.0044
C 2.345 2.933 -3.594 -0.052 -0.028 0.331 0.0041
C 2.640 4.411 -1.515 0.298 -0.659 -0.369 0.0005
O 1.670 2.094 -1.405 0.644 0.325 -0.280 0.0190
Ge 2.952 0.762 -1.282 -0.390 0.906 0.042 0.0444
O 2.456 0.799 0.692 0.069 -0.414 -0.634 0.0853
C 3.489 1.239 1.646 -0.683 0.368 -0.210 -0.0228
C 2.714 1.188 2.944 0.528 -0.118 0.655 0.0406
C 3.967 2.672 1.316 -0.511 -0.796 -1.118 0.0112
C 4.611 0.231 1.655 0.103 0.197 0.272 0.0055
O 1.503 -0.615 -1.209 -0.040 -0.032 0.817 0.1262
C 1.480 -1.745 -2.147 0.443 -0.325 -0.628 -0.0083
C 2.035 -1.251 -3.485 0.152 -0.307 -0.446 0.0036
C 2.255 -2.969 -1.627 0.941 1.247 -0.442 0.0027
C 0.028 -2.037 -2.355 0.346 -0.047 -0.648 0.0041
H 0.213 4.612 -3.013 0.036 0.581 0.247 -0.0003
H 0.091 4.023 -1.262 -0.336 0.254 -0.885 -0.0002
H -0.348 3.025 -2.695 0.012 -0.520 0.006 0.0002
H 2.143 3.710 -4.314 -0.238 0.156 -0.353 -0.0003
H 1.864 1.998 -3.866 -0.071 0.001 -0.466 -0.0017
H 3.422 2.793 -3.619 0.228 -0.120 0.281 -0.0003
H 2.743 5.279 -2.165 -0.311 0.106 -0.041 -0.0002
H 3.694 4.129 -1.310 -0.687 -0.268 -0.169 -0.0002
H 2.195 4.728 -0.566 -0.056 -0.072 -0.136 0.0001
H 1.712 1.591 2.796 0.331 0.240 0.302 -0.0096
H 3.263 1.696 3.750 -0.391 -0.035 -0.156 0.0004
H 2.613 0.139 3.232 -0.060 -0.049 0.116 0.0011
H 3.162 3.392 1.391 -0.216 0.132 0.311 -0.0006
H 4.390 2.837 0.296 -0.159 -0.630 0.697 0.0005
H 4.736 2.876 2.023 0.620 0.484 0.574 0.0004
H 4.220 -0.777 1.672 -0.091 -0.270 0.079 -0.0007
H 5.223 0.391 2.536 0.040 -0.050 0.289 0.0015
H 5.284 0.344 0.829 0.264 0.055 -0.714 0.0018
H 3.129 -1.118 -3.476 -0.395 -0.024 -0.102 -0.0016
H 1.525 -0.320 -3.745 0.237 0.151 0.067 0.0013
H 1.757 -1.946 -4.316 0.381 0.283 0.799 0.0023
H 3.246 -2.646 -1.239 -0.628 -0.259 -0.014 -0.0002
H 2.472 -3.591 -2.491 -0.099 -0.222 -0.021 0.0011
H 1.720 -3.545 -0.893 -0.215 -0.085 0.435 -0.0018
H -0.362 -1.216 -2.984 -0.414 -0.697 0.358 0.0004
H -0.400 -2.071 -1.382 -0.936 0.015 0.810 0.0075
H -0.073 -3.038 -2.791 -0.244 0.391 -0.264 -0.0028
C -2.604 2.306 -0.378 0.459 0.461 0.214 -0.0009
C -1.604 1.138 -0.307 -0.170 -0.514 -0.312 -0.0086
N -0.864 1.077 0.981 0.022 1.184 -0.078 0.0295
C -0.220 2.403 1.261 -0.303 0.066 -0.484 -0.0167
C -1.214 3.581 1.182 0.121 -0.206 -0.853 -0.0003
N -2.567 2.975 0.961 -0.568 1.791 -0.450 -0.0009
C -2.863 2.078 2.110 -0.586 -0.703 -0.611 0.0024
C -1.888 0.864 2.023 -0.562 -0.888 0.362 0.0038
H -3.637 1.988 -0.494 0.009 -0.093 -0.410 0.0011
H -2.311 3.110 -1.111 -0.432 -1.031 0.552 0.0001
H -0.913 1.235 -1.125 0.556 -0.009 -0.293 0.0164
H -2.126 0.177 -0.408 0.081 0.203 -0.064 0.0153
H 0.588 2.507 0.546 0.204 0.259 -0.064 0.0340
H 0.159 2.405 2.265 0.308 -0.315 0.341 -0.0060
H -0.989 4.275 0.366 -0.201 -0.293 -0.010 0.0000
H -1.229 4.177 2.076 -0.155 0.075 0.560 0.0005
H -3.278 3.736 0.876 0.667 -0.624 0.556 -0.0009
H -3.944 1.784 2.045 1.040 0.222 0.262 -0.0001
H -2.644 2.673 2.981 -0.354 0.078 0.432 0.0007
H -2.459 -0.047 1.733 0.492 0.464 0.500 0.0024
H -1.418 0.733 3.015 -0.165 -0.199 -0.632 0.0005
C -5.737 -0.685 -0.915 0.755 -0.202 0.107 0.0000
C -4.614 -1.532 -0.343 -1.060 0.187 0.478 0.0005
C -3.682 -2.080 -1.205 0.140 0.271 -0.317 0.0005
C -2.839 -3.097 -0.799 0.007 -0.534 -0.335 -0.0012
C -2.907 -3.559 0.516 -0.323 -0.363 0.319 -0.0024
C -3.770 -2.951 1.428 -0.116 -0.119 -0.977 0.0010
C -4.638 -1.945 0.987 1.214 -0.769 -0.306 0.0000
S -2.052 -5.089 0.955 0.892 1.104 -1.066 -0.0002
O -2.196 -5.367 2.331 -0.657 0.005 1.286 -0.0001
O -2.275 -6.064 -0.052 -0.733 -0.247 -0.539 0.0000
N -0.469 -4.631 0.758 -0.652 0.465 0.270 0.0003
C 0.459 -4.944 1.816 1.068 1.567 0.173 0.0008
C 0.482 -3.749 2.841 1.479 0.492 -0.936 0.0038
C 0.639 -2.414 2.084 -0.263 -0.258 -0.243 -0.0200
O 1.741 -2.097 1.528 0.632 -0.214 -0.238 0.1612
O -0.266 -1.532 1.917 -0.313 -0.031 0.027 0.1160
H -5.335 0.176 -1.442 -0.072 0.232 -0.121 0.0000
H -6.410 -0.367 -0.139 -0.300 0.242 0.266 0.0000
H -6.302 -1.270 -1.637 -0.053 -0.037 -0.050 0.0000
H -3.724 -1.715 -2.231 0.270 -0.397 0.037 -0.0001
H -2.254 -3.624 -1.559 -0.046 0.185 0.429 0.0007
H -3.923 -3.353 2.407 0.285 -0.186 0.483 0.0002
H -5.343 -1.624 1.709 -0.811 0.585 0.271 0.0000
H -0.157 -4.957 -0.122 0.273 -0.443 -1.001 -0.0002
H 1.421 -4.976 1.299 0.154 -0.043 0.336 0.0019
H 0.302 -5.909 2.266 -0.190 -0.159 0.515 -0.0005
H 1.412 -3.776 3.460 -0.884 -0.332 -0.151 0.0017
H -0.418 -3.733 3.421 -0.392 0.036 0.433 0.0005
```
Forces are in eV/Å.